(1)
{
  "formula": "C45H65BLaN6O8Si2",
  "method": "the ωB97M-V functional and the def2-TZVPD basis",
  "symbols": ["La", "O", "C", "N", "C", "C", "C", "C", "C", "C", "N", "C", "C", "C", "C", "C", "N", "H", "H", "H", "H", "H", "H", "H", "H", "H", "H", "O", "H", "H", "O", "H", "H", "O", "H", "H", "O", "C", "O", "B", "O", "C", "C", "C", "C", "C", "C", "H", "H", "H", "H", "C", "C", "N", "C", "C", "C", "C", "C", "C", "C", "C", "N", "C", "N", "H", "H", "H", "H", "H", "H", "H", "H", "H", "C", "C", "C", "C", "Si", "C", "C", "C", "C", "C", "C", "C", "C", "H", "H", "H", "H", "H", "H", "H", "H", "H", "H", "H", "H", "H", "H", "H", "H", "H", "H", "H", "H", "H", "H", "H", "H", "H", "H", "H", "C", "Si", "C", "C", "O", "H", "H", "H", "H", "H", "H", "H", "H", "H"],
  "coordinates": [[-0.67, 0.20, -0.38], [-3.27, -1.29, -4.36], [-2.85, -1.17, -3.20], [-2.44, -0.06, -2.60], [-2.55, 1.11, -3.43], [-3.65, 2.06, -3.04], [-3.89, 3.19, -3.84], [-4.93, 4.03, -3.52], [-5.72, 3.74, -2.41], [-5.39, 2.62, -1.67], [-4.39, 1.80, -1.98], [-2.83, -2.41, -2.34], [-3.14, -3.63, -2.93], [-3.23, -4.77, -2.15], [-3.01, -4.64, -0.78], [-2.71, -3.39, -0.27], [-2.61, -2.30, -1.03], [-1.60, 1.66, -3.45], [-2.77, 0.79, -4.47], [-3.25, 3.37, -4.69], [-5.14, 4.90, -4.14], [-6.55, 4.37, -2.13], [-5.96, 2.35, -0.79], [-3.33, -3.65, -4.00], [-3.48, -5.72, -2.59], [-3.08, -5.50, -0.12], [-2.55, -3.24, 0.78], [-3.56, 0.10, 0.03], [-3.62, -0.80, -0.31], [-3.89, 0.66, -0.71], [0.00, -0.84, 2.09], [-0.11, -1.79, 2.35], [0.93, -0.76, 1.80], [1.47, 2.04, -1.28], [1.89, 1.90, -2.13], [1.89, 1.36, -0.69], [0.21, -3.74, -1.17], [-0.04, -2.83, -0.50], [0.75, 0.17, -3.17], [0.57, -0.94, -2.29], [1.47, -1.92, -2.73], [2.18, -1.43, -3.76], [3.23, -1.99, -4.47], [3.81, -1.22, -5.46], [3.36, 0.06, -5.74], [2.32, 0.64, -5.02], [1.73, -0.14, -4.04], [3.59, -2.98, -4.23], [4.63, -1.63, -6.03], [3.85, 0.63, -6.51], [1.99, 1.65, -5.22], [-1.48, -5.57, 2.67], [-1.31, -4.22, 2.93], [-0.25, -3.54, 2.51], [0.72, -4.18, 1.89], [0.69, -5.55, 1.62], [-0.48, -6.24, 2.00], [1.74, -6.27, 0.94], [3.08, -6.11, 1.00], [3.86, -5.25, 1.86], [5.25, -5.16, 1.68], [5.95, -4.34, 2.55], [5.35, -3.67, 3.53], [4.04, -3.83, 3.62], [3.28, -4.58, 2.87], [-2.37, -6.08, 2.99], [-2.05, -3.64, 3.47], [1.55, -3.57, 1.57], [-0.58, -7.29, 1.78], [1.37, -7.06, 0.29], [3.68, -6.73, 0.35], [5.75, -5.70, 0.89], [7.02, -4.21, 2.47], [3.54, -3.29, 4.42], [0.66, 2.16, 3.73], [0.70, 3.16, 2.57], [2.02, 2.87, 1.84], [0.78, 4.57, 3.16], [-0.87, 2.86, 1.31], [-2.55, 2.79, 2.48], [-3.81, 3.05, 1.64], [-2.66, 1.37, 3.03], [-2.59, 3.75, 3.67], [-1.03, 4.54, 0.15], [0.34, 4.93, -0.41], [-1.62, 5.77, 0.84], [-1.90, 4.19, -1.06], [1.59, 2.23, 4.30], [0.56, 1.15, 3.36], [-0.15, 2.37, 4.42], [2.86, 3.06, 2.52], [2.14, 3.49, 0.96], [2.06, 1.83, 1.53], [1.61, 4.63, 3.86], [-0.13, 4.82, 3.70], [0.94, 5.31, 2.38], [-3.80, 2.46, 0.73], [-3.91, 4.10, 1.38], [-4.69, 2.77, 2.22], [-2.82, 0.66, 2.22], [-3.52, 1.29, 3.71], [-1.77, 1.07, 3.57], [-2.49, 4.79, 3.37], [-1.80, 3.52, 4.39], [-3.54, 3.64, 4.19], [0.98, 5.36, 0.35], [0.21, 5.69, -1.20], [0.83, 4.07, -0.85], [-1.07, 6.02, 1.74], [-2.66, 5.61, 1.11], [-1.59, 6.63, 0.17], [-1.46, 3.35, -1.60], [-1.97, 5.04, -1.74], [-2.91, 3.92, -0.76], [3.78, -2.34, -0.35], [3.48, -0.52, 0.16], [4.35, -0.28, 1.86], [4.44, 0.53, -1.13], [1.96, -0.12, 0.22], [4.80, -2.51, -0.71], [3.10, -2.64, -1.14], [3.62, -3.02, 0.48], [5.25, -0.89, 1.94], [3.69, -0.57, 2.67], [4.64, 0.75, 2.02], [5.51, 0.32, -1.13], [4.33, 1.59, -0.93], [4.07, 0.34, -2.13]],
  "lowdin_charge": [1.84, -0.02, -0.52, -0.05, -0.19, -0.25, -0.03, -0.07, -0.07, -0.14, 0.10, -0.17, 0.01, -0.05, -0.06, -0.17, 0.04, 0.11, 0.12, 0.12, 0.10, 0.10, 0.11, 0.11, 0.10, 0.09, 0.10, -0.18, 0.00, -0.01, -0.19, 0.00, 0.00, -0.14, 0.05, -0.03, 0.09, -0.05, 0.04, -0.61, 0.08, -0.22, 0.00, -0.11, -0.11, 0.00, -0.23, 0.11, 0.09, 0.09, 0.12, -0.06, -0.13, 0.06, -0.12, -0.20, -0.01, -0.02, -0.02, -0.29, -0.01, -0.13, 0.09, -0.21, 0.13, 0.10, 0.12, 0.11, 0.12, 0.11, 0.11, 0.11, 0.11, 0.12, -0.12, -0.63, -0.12, -0.11, 0.82, -0.63, -0.12, -0.14, -0.12, -0.63, -0.12, -0.11, -0.13, 0.08, 0.05, 0.05, 0.08, 0.06, 0.04, 0.07, 0.05, 0.05, 0.03, 0.06, 0.08, 0.04, 0.08, 0.05, 0.06, 0.05, 0.07, 0.06, 0.08, 0.04, 0.06, 0.05, 0.07, 0.05, 0.08, 0.05, -0.14, 0.28, -0.16, -0.15, -0.49, 0.03, 0.01, -0.01, 0.01, 0.01, 0.01, 0.02, 0.02, 0.01],
  "total_energy_ev": -90339.17405,
  "relative_energy_kcal_mol": 18.3,
  "homo_ev": -3.6,
  "homo_lumo_gap_ev": 4.54,
  "charge": -1
}



(2)
{
  "formula": "C45H65F9N2O29",
  "method": "the ωB97M-V functional and the def2-TZVPD basis",
  "symbols": ["C", "C", "C", "C", "C", "C", "C", "C", "C", "N", "O", "H", "H", "H", "H", "H", "H", "H", "H", "H", "H", "H", "H", "H", "H", "H", "H", "H", "H", "H", "C", "C", "C", "C", "C", "C", "C", "C", "C", "N", "O", "H", "H", "H", "H", "H", "H", "H", "H", "H", "H", "H", "H", "H", "H", "H", "H", "H", "H", "H", "O", "C", "O", "C", "C", "F", "O", "H", "H", "H", "O", "C", "O", "C", "C", "F", "O", "H", "H", "H", "O", "C", "O", "C", "C", "F", "O", "H", "H", "H", "O", "C", "O", "C", "C", "F", "O", "H", "H", "H", "O", "C", "O", "C", "C", "F", "O", "H", "H", "H", "O", "C", "O", "C", "C", "F", "O", "H", "H", "H", "O", "C", "O", "C", "C", "F", "O", "H", "H", "H", "O", "C", "O", "C", "C", "F", "O", "H", "H", "H", "O", "C", "O", "C", "C", "F", "O", "H", "H", "H"],
  "coordinates": [[0.55, -1.96, -0.22], [-0.04, -1.03, 0.86], [0.37, -1.45, 2.28], [0.50, 0.42, 0.58], [-0.42, 1.38, -0.32], [-1.72, 1.54, 0.51], [-2.41, 0.16, 0.84], [-2.96, 0.18, 2.32], [-3.62, -0.14, -0.04], [-1.49, -1.05, 0.70], [-2.11, -2.22, 1.02], [0.30, -1.74, -1.26], [1.62, -2.12, -0.08], [0.25, -2.99, -0.01], [-0.44, -1.23, 2.98], [0.25, -2.53, 2.20], [1.32, -1.06, 2.63], [0.93, 0.91, 1.45], [1.40, 0.32, -0.03], [0.04, 2.36, -0.43], [-0.62, 1.03, -1.33], [-2.38, 2.20, -0.04], [-1.46, 2.22, 1.32], [-3.33, 1.20, 2.40], [-2.11, 0.08, 3.00], [-3.60, -0.64, 2.65], [-3.44, 0.03, -1.10], [-4.56, 0.33, 0.26], [-3.97, -1.17, 0.07], [-2.20, -2.04, 1.96], [3.71, -0.52, -3.07], [3.05, 0.93, -3.29], [1.49, 0.92, -3.11], [3.88, 1.88, -2.31], [4.01, 3.38, -2.69], [4.41, 3.42, -4.13], [3.46, 2.70, -5.14], [2.14, 3.42, -5.26], [4.11, 2.59, -6.55], [3.34, 1.33, -4.62], [2.60, 0.51, -5.56], [3.47, -0.85, -2.06], [3.27, -1.34, -3.64], [4.79, -0.48, -3.19], [0.91, 0.32, -3.81], [1.37, 0.45, -2.13], [0.90, 1.83, -3.17], [3.45, 1.75, -1.32], [4.92, 1.57, -2.22], [3.05, 3.87, -2.51], [4.77, 3.95, -2.16], [5.37, 2.94, -4.31], [4.46, 4.39, -4.62], [1.33, 2.75, -5.53], [2.22, 4.27, -5.93], [1.80, 3.86, -4.32], [4.68, 3.37, -7.06], [3.45, 2.65, -7.42], [4.83, 1.78, -6.60], [3.03, -0.35, -5.54], [3.12, -2.85, 8.59], [2.83, -2.81, 7.39], [1.67, -2.58, 6.96], [1.73, -2.41, 5.53], [2.81, -3.43, 5.31], [3.30, -3.02, 4.22], [3.64, -3.09, 6.35], [0.79, -2.49, 4.98], [2.06, -1.38, 5.41], [2.52, -4.48, 5.25], [3.63, -3.93, -3.08], [4.07, -3.86, -2.00], [5.34, -3.50, -1.74], [5.48, -3.19, -0.41], [4.45, -4.13, 0.25], [3.92, -3.44, 1.22], [3.43, -4.17, -0.72], [6.48, -3.54, -0.16], [5.43, -2.17, -0.04], [4.84, -5.10, 0.57], [-0.20, 2.10, 3.91], [-0.44, 3.12, 4.49], [0.45, 3.84, 5.22], [-0.13, 5.08, 5.54], [-1.63, 4.89, 5.41], [-2.07, 5.94, 4.86], [-1.65, 3.85, 4.41], [0.25, 5.61, 6.41], [0.13, 5.83, 4.79], [-2.29, 4.60, 6.23], [-7.91, 4.58, 0.35], [-7.94, 3.46, 0.85], [-7.92, 2.29, 0.24], [-8.24, 1.29, 1.18], [-8.22, 2.03, 2.53], [-6.97, 1.84, 2.99], [-8.24, 3.36, 2.17], [-9.21, 0.86, 0.95], [-7.46, 0.56, 0.96], [-8.86, 1.63, 3.32], [2.44, -6.46, 2.22], [1.31, -6.36, 1.73], [1.11, -6.13, 0.48], [-0.27, -5.95, 0.21], [-0.91, -6.63, 1.43], [-1.33, -7.84, 1.18], [0.21, -6.70, 2.30], [-0.71, -4.95, 0.15], [-0.55, -6.48, -0.70], [-1.63, -5.86, 1.69], [-0.47, 5.12, -2.55], [-0.78, 4.19, -3.36], [-0.74, 4.39, -4.64], [-1.69, 3.60, -5.25], [-2.05, 2.54, -4.24], [-1.56, 1.35, -4.62], [-1.30, 2.95, -3.20], [-2.59, 4.18, -5.42], [-1.42, 3.07, -6.16], [-3.13, 2.45, -4.09], [2.51, 7.01, 2.97], [2.32, 6.32, 1.98], [1.19, 6.28, 1.31], [1.34, 5.18, 0.41], [2.85, 5.14, 0.14], [3.19, 5.90, -0.89], [3.28, 5.67, 1.35], [1.14, 4.23, 0.90], [0.84, 5.23, -0.56], [3.21, 4.15, -0.12], [0.58, -2.30, -5.05], [-0.48, -2.29, -4.45], [-1.45, -1.37, -4.46], [-2.68, -1.91, -3.91], [-2.18, -2.94, -3.03], [-2.96, -4.01, -3.37], [-0.85, -3.19, -3.48], [-2.98, -1.08, -3.27], [-3.38, -2.27, -4.67], [-2.32, -2.59, -2.00], [-0.98, -4.13, 5.07], [-2.05, -4.50, 4.61], [-2.45, -4.42, 3.35], [-3.84, -4.86, 3.28], [-3.83, -5.85, 4.42], [-3.49, -7.02, 3.92], [-2.92, -5.35, 5.30], [-4.41, -3.97, 3.53], [-4.20, -5.18, 2.30], [-4.88, -5.85, 4.71]],
  "lowdin_charge": [-0.01, -0.47, -0.01, -0.08, -0.15, -0.12, -0.40, -0.02, -0.04, -0.16, -0.02, 0.08, 0.08, 0.06, 0.07, 0.08, 0.09, 0.10, 0.08, 0.09, 0.09, 0.11, 0.10, 0.09, 0.06, 0.07, 0.07, 0.07, 0.07, 0.06, -0.01, -0.44, 0.00, -0.09, -0.19, -0.14, -0.48, -0.03, -0.04, -0.12, -0.02, 0.07, 0.07, 0.09, 0.07, 0.05, 0.06, 0.10, 0.11, 0.09, 0.11, 0.12, 0.12, 0.09, 0.10, 0.06, 0.07, 0.08, 0.08, 0.09, 0.13, -0.60, 0.11, -0.02, -0.41, 0.13, 0.16, 0.11, 0.15, 0.19, 0.21, -0.48, 0.07, -0.10, -0.36, 0.09, 0.09, 0.14, 0.14, 0.17, 0.15, -0.49, 0.08, -0.07, -0.37, 0.15, 0.10, 0.15, 0.14, 0.17, 0.13, -0.53, 0.09, -0.05, -0.31, 0.06, 0.15, 0.14, 0.14, 0.17, 0.12, -0.62, 0.11, -0.03, -0.31, 0.13, 0.17, 0.12, 0.15, 0.14, 0.11, -0.48, 0.09, -0.07, -0.34, 0.08, 0.12, 0.15, 0.15, 0.18, 0.13, -0.58, 0.12, -0.03, -0.35, 0.11, 0.16, 0.13, 0.12, 0.16, 0.15, -0.51, 0.05, -0.04, -0.31, 0.05, 0.12, 0.13, 0.15, 0.16, 0.16, -0.47, 0.04, -0.03, -0.40, 0.11, 0.15, 0.14, 0.15, 0.17],
  "total_energy_ev": -134524.85711,
  "relative_energy_kcal_mol": 0.0,
  "homo_ev": -7.8,
  "smiles": "CC1(C)CCCC(C)(C)N1O.CC1(C)CCCC(C)(C)N1O.O=C1OC[C@@H](F)O1.O=C1OC[C@@H](F)O1.O=C1OC[C@@H](F)O1.O=C1OC[C@@H](F)O1.O=C1OC[C@@H](F)O1.O=C1OC[C@@H](F)O1.O=C1OC[C@@H](F)O1.O=C1OC[C@@H](F)O1.O=C1OC[C@@H](F)O1",
  "homo_lumo_gap_ev": 7.43,
  "charge": 0
}



(3)
{
  "formula": "C45H66GeN2O4RuSSi4Te",
  "method": "the ωB97M-V functional and the def2-TZVPD basis",
  "symbols": ["Ru", "O", "H", "H", "O", "H", "H", "N", "C", "S", "N", "C", "C", "C", "C", "C", "C", "H", "H", "H", "H", "H", "H", "H", "H", "C", "C", "C", "C", "C", "C", "C", "C", "C", "C", "O", "O", "H", "H", "H", "H", "H", "H", "H", "H", "H", "H", "H", "C", "Ge", "C", "C", "C", "C", "C", "C", "C", "C", "C", "C", "C", "C", "C", "C", "C", "C", "C", "C", "H", "H", "H", "H", "H", "H", "H", "H", "H", "H", "H", "H", "H", "H", "H", "H", "C", "Si", "C", "C", "Si", "Te", "Si", "C", "C", "C", "Si", "C", "C", "C", "H", "H", "H", "H", "H", "H", "H", "H", "H", "H", "H", "H", "H", "H", "H", "H", "H", "H", "H", "H", "H", "H", "H", "H", "H", "H", "H"],
  "coordinates": [[16.69, 15.56, 11.77], [16.30, 15.61, 13.72], [15.69, 14.78, 13.84], [17.05, 15.53, 14.34], [16.37, 15.49, 9.62], [17.01, 14.90, 9.17], [15.48, 15.09, 9.53], [18.28, 18.12, 9.50], [18.22, 18.35, 10.80], [16.72, 17.89, 11.61], [19.23, 18.81, 11.55], [20.64, 18.97, 11.32], [21.47, 18.61, 12.37], [22.88, 18.69, 12.25], [23.44, 19.03, 11.01], [22.57, 19.37, 9.95], [21.18, 19.41, 10.10], [17.37, 17.80, 9.13], [18.91, 18.61, 8.87], [19.03, 18.88, 12.56], [21.02, 18.27, 13.31], [23.49, 18.46, 13.11], [24.51, 19.02, 10.84], [23.07, 19.63, 9.02], [20.59, 19.80, 9.27], [16.15, 7.04, 12.95], [16.03, 8.53, 12.85], [15.87, 9.19, 11.62], [15.79, 10.58, 11.50], [15.42, 11.05, 10.13], [15.88, 11.33, 12.70], [16.03, 10.71, 13.94], [16.09, 11.41, 15.28], [16.08, 9.33, 13.99], [15.71, 12.86, 12.71], [15.10, 13.40, 13.69], [16.21, 13.51, 11.74], [16.50, 6.64, 12.00], [15.21, 6.58, 13.24], [16.92, 6.76, 13.70], [15.81, 8.61, 10.70], [16.06, 10.57, 9.37], [15.49, 12.17, 10.03], [14.39, 10.77, 9.85], [16.60, 12.39, 15.25], [16.59, 10.75, 15.99], [15.06, 11.58, 15.61], [16.18, 8.87, 14.98], [18.53, 15.35, 11.93], [19.50, 13.85, 11.08], [21.43, 13.96, 10.91], [22.11, 12.89, 10.32], [23.49, 12.88, 10.23], [24.22, 14.01, 10.71], [23.52, 15.07, 11.29], [22.13, 15.04, 11.42], [19.18, 13.74, 9.18], [19.64, 14.74, 8.28], [19.25, 14.76, 6.94], [18.45, 13.72, 6.44], [18.07, 12.68, 7.29], [18.35, 12.73, 8.66], [19.49, 12.32, 12.23], [19.46, 11.03, 11.66], [19.52, 9.89, 12.45], [19.65, 10.01, 13.84], [19.74, 11.29, 14.42], [19.68, 12.42, 13.63], [19.25, 15.96, 12.50], [21.53, 12.07, 9.86], [24.01, 12.02, 9.79], [25.31, 14.02, 10.58], [24.05, 15.96, 11.66], [21.61, 15.84, 11.96], [20.31, 15.53, 8.65], [19.53, 15.59, 6.27], [18.15, 13.71, 5.38], [17.46, 11.84, 6.93], [17.88, 12.04, 9.36], [19.34, 10.93, 10.56], [19.45, 8.92, 11.98], [19.69, 9.11, 14.44], [19.78, 11.38, 15.52], [19.76, 13.41, 14.08], [9.12, 13.15, 12.11], [10.97, 13.31, 11.87], [11.79, 12.57, 13.35], [11.59, 12.51, 10.29], [11.43, 15.63, 11.75], [13.93, 15.77, 11.47], [10.74, 16.60, 9.73], [8.88, 16.41, 9.60], [11.27, 18.39, 9.68], [11.63, 15.71, 8.32], [10.89, 16.80, 13.70], [11.72, 18.48, 13.62], [9.02, 16.94, 13.67], [11.56, 15.84, 15.15], [8.88, 12.09, 12.18], [8.56, 13.60, 11.31], [8.78, 13.58, 13.08], [11.64, 11.48, 13.33], [11.37, 12.90, 14.30], [12.88, 12.77, 13.40], [11.70, 11.43, 10.41], [12.57, 12.93, 9.99], [10.89, 12.69, 9.46], [8.32, 16.72, 10.48], [8.63, 15.36, 9.38], [8.52, 17.01, 8.77], [10.91, 18.95, 10.55], [10.95, 18.91, 8.78], [12.36, 18.47, 9.72], [11.28, 14.70, 8.21], [12.73, 15.69, 8.44], [11.42, 16.27, 7.41], [11.20, 19.15, 12.94], [12.77, 18.37, 13.30], [11.72, 18.96, 14.62], [8.61, 17.51, 12.82], [8.74, 17.46, 14.58], [8.53, 15.97, 13.66], [12.54, 15.40, 14.92], [10.87, 15.04, 15.40], [11.69, 16.49, 16.01]],
  "lowdin_charge": [0.76, -0.28, 0.01, 0.07, -0.26, 0.05, -0.04, 0.10, -0.80, 0.55, 0.04, -0.23, -0.05, -0.09, -0.10, -0.08, -0.03, 0.09, 0.09, 0.12, 0.12, 0.10, 0.10, 0.09, 0.10, -0.06, -0.28, -0.02, -0.20, -0.05, -0.01, -0.21, -0.05, -0.04, -0.55, -0.09, -0.22, 0.07, 0.08, 0.08, 0.12, 0.08, 0.08, 0.08, 0.08, 0.07, 0.09, 0.12, -0.44, 0.87, -0.29, -0.11, -0.09, -0.10, -0.10, -0.10, -0.29, -0.10, -0.10, -0.10, -0.09, -0.12, -0.27, -0.12, -0.10, -0.10, -0.10, -0.09, -0.06, 0.11, 0.10, 0.09, 0.08, 0.08, 0.11, 0.10, 0.10, 0.10, 0.07, 0.09, 0.10, 0.09, 0.10, 0.10, -0.23, 0.30, -0.21, -0.23, 0.07, 0.58, 0.30, -0.23, -0.23, -0.23, 0.31, -0.23, -0.23, -0.22, 0.02, 0.01, 0.03, 0.03, 0.02, 0.02, 0.02, 0.01, 0.02, 0.01, 0.02, 0.01, 0.01, 0.02, 0.02, 0.00, 0.00, 0.02, 0.01, 0.01, 0.03, 0.02, 0.02, 0.01, 0.03, 0.02, 0.02],
  "total_energy_ev": -167641.71201,
  "relative_energy_kcal_mol": 12.4,
  "spin_multiplicity": 6,
  "homo_ev": [-2.2, -3.4],
  "homo_lumo_gap_ev": [4.38, 3.21],
  "s_squared": 8.827,
  "charge": -1
}



- Number 3 is which compound?
  C45H66GeN2O4RuSSi4Te